# 1
89
Properties=species:S:1:pos:R:3 method="wB97M-V/def2-TZVPD" s_squared=0.793 e_above_lowest_kj_mol=39.0 homo_energy_ev="-8.37 / -8.37" e_tot_ha=-5735.747992 spin_multiplicity=2 total_charge=0
Cs -0.8427 -0.2116 0.5231
Br -4.0687 2.5436 6.6806
C -2.8209 2.4276 5.2922
C -1.4497 2.3706 5.6112
C -0.5440 2.2580 4.6025
C -0.9554 2.1983 3.2147
O -0.1180 1.9715 2.3242
C -2.3826 2.3507 2.9244
C -2.9330 2.3183 1.5484
N -2.4699 2.8492 0.4917
C -1.3980 3.7471 0.4860
C -1.3757 4.8566 1.2925
C -0.3540 5.8212 1.1784
C 0.6253 5.6857 0.2390
C 0.6169 4.5692 -0.6322
C 1.5869 4.3939 -1.6458
C 1.5213 3.3021 -2.4570
C 0.4906 2.3631 -2.2377
N -0.4181 2.4736 -1.3043
C -0.3850 3.5811 -0.5101
C -3.2714 2.3997 3.9695
H -1.1398 2.3974 6.6465
H 0.5180 2.1783 4.7952
H -3.8521 1.7450 1.4488
H -2.1758 5.0068 2.0067
H -0.3632 6.6801 1.8368
H 1.4072 6.4278 0.1355
H 2.3692 5.1347 -1.7625
H 2.2403 3.1357 -3.2473
H 0.4339 1.4768 -2.8636
H -4.3360 2.4262 3.7732
C 2.6193 1.6631 0.4458
C 2.9099 0.8331 1.6881
C 3.4653 1.7009 2.8117
C 3.8246 -0.3608 1.3948
C 5.1635 -0.0165 0.7167
O 5.0170 -0.5149 -0.6286
C 3.8742 -1.2601 -0.6237
N 3.1785 -1.2586 0.4332
C 3.5708 -1.9827 -1.8706
C 4.4044 -1.7661 -2.9674
C 4.1604 -2.3898 -4.1791
C 3.0745 -3.2407 -4.3022
C 2.2469 -3.4739 -3.2129
C 2.4746 -2.8643 -1.9817
P 1.2791 -3.1141 -0.6189
C 0.1598 -4.4332 -1.2161
C 0.5415 -5.7602 -1.4091
C -0.3992 -6.7126 -1.7654
C -1.7332 -6.3527 -1.9214
C -2.1257 -5.0390 -1.7244
C -1.1798 -4.0849 -1.3741
C 2.2220 -4.0675 0.6241
C 1.6127 -4.2495 1.8633
C 2.2520 -4.9650 2.8639
C 3.5127 -5.5006 2.6395
C 4.1260 -5.3248 1.4078
C 3.4818 -4.6147 0.4034
H 1.8611 2.4140 0.6720
H 2.2514 1.0401 -0.3713
H 3.5106 2.1864 0.0895
H 1.9675 0.3994 2.0339
H 4.4069 2.1771 2.5252
H 3.6483 1.1153 3.7156
H 2.7530 2.4920 3.0510
H 3.9896 -0.9086 2.3258
H 6.0100 -0.5259 1.1777
H 5.3704 1.0515 0.6666
H 5.2472 -1.0992 -2.8568
H 4.8157 -2.2101 -5.0210
H 2.8677 -3.7340 -5.2431
H 1.4077 -4.1469 -3.3224
H 1.5769 -6.0475 -1.2642
H -0.0955 -7.7421 -1.9083
H -2.4669 -7.1043 -2.1826
H -3.1645 -4.7505 -1.8166
H -1.5013 -3.0651 -1.2002
H 0.6273 -3.8341 2.0464
H 1.7650 -5.1029 3.8210
H 4.0138 -6.0563 3.4217
H 5.1072 -5.7447 1.2252
H 3.9661 -4.4821 -0.5566
F -3.5572 -0.8658 -0.1300
P -4.4003 -1.3159 1.2100
F -3.5287 -2.6714 1.2621
F -3.2101 -0.5764 2.1166
F -5.1640 -1.7159 2.5533
F -5.1780 0.1003 1.1602
F -5.5076 -2.0051 0.2956

---

# 2
76
Properties=species:S:1:pos:R:3 method="wB97M-V/def2-TZVPD" s_squared=0.838 e_above_lowest_kj_mol=0.0 homo_energy_ev="-4.11 / -3.96" e_tot_ha=-8018.336536 spin_multiplicity=2 total_charge=-1
Tc -0.0029 -0.0034 -0.2095
S 3.5117 -2.2682 -2.3303
Sb 1.9317 -2.7973 -0.7300
S 1.8980 -1.0547 0.9002
S -0.2807 -2.2945 -1.4641
S 2.0216 -4.8239 0.2839
C -1.1926 -4.0847 3.1982
C -1.6009 -2.6751 2.8850
C -2.5479 -1.9681 3.6069
C -2.8855 -0.6832 3.2102
C -2.2450 -0.1467 2.1105
Br -2.7991 1.5972 1.5851
N -1.2917 -0.7727 1.4217
C -1.0050 -2.0300 1.8115
H -1.5160 -4.3769 4.1972
H -0.1115 -4.1962 3.1199
H -1.6273 -4.7770 2.4751
H -3.0312 -2.4136 4.4677
H -3.6307 -0.1026 3.7320
H -0.2635 -2.5481 1.2256
C -4.0015 0.6375 -2.8738
N -2.7283 0.6199 -3.5620
C -2.7382 1.3307 -4.8307
C -1.5922 0.5620 -2.7792
N -1.6021 0.6422 -1.5002
N -0.4476 0.3015 -3.5036
C 0.8604 0.2160 -3.0542
N 1.7551 -0.1775 -3.9942
N 1.2132 0.5214 -1.8497
H -4.7858 0.4144 -3.5962
H -4.2222 1.6116 -2.4172
H -4.0179 -0.1319 -2.1030
H -3.4917 0.8810 -5.4793
H -1.7748 1.2696 -5.3276
H -2.9731 2.3884 -4.6904
H -2.4836 0.9589 -1.1232
H -0.6243 -0.2388 -4.3347
H 1.3666 -0.5983 -4.8244
H 2.4979 -0.7753 -3.5718
H 2.2140 0.3831 -1.7237
C 0.3384 1.5725 0.7479
Ge 0.8945 3.2648 -0.0096
C 2.8103 3.2969 -0.4234
C 3.6091 2.1776 -0.2043
C 4.9628 2.2009 -0.5151
C 5.5369 3.3505 -1.0360
C 4.7566 4.4806 -1.2405
C 3.4038 4.4510 -0.9340
C -0.1027 3.8023 -1.6170
C 0.5069 3.8653 -2.8680
C -0.1876 4.3234 -3.9810
C -1.5096 4.7251 -3.8588
C -2.1422 4.6403 -2.6252
C -1.4407 4.1824 -1.5190
C 0.5727 4.7114 1.2931
C 0.8687 4.4821 2.6372
C 0.6900 5.4718 3.5922
C 0.2080 6.7188 3.2181
C -0.0881 6.9665 1.8867
C 0.0946 5.9699 0.9359
H 0.3195 1.5867 1.8450
H 3.1802 1.2703 0.2091
H 5.5578 1.3107 -0.3570
H 6.5913 3.3676 -1.2829
H 5.2015 5.3835 -1.6414
H 2.8040 5.3411 -1.0979
H 1.5426 3.5623 -2.9740
H 0.3102 4.3750 -4.9423
H -2.0472 5.1004 -4.7218
H -3.1766 4.9475 -2.5221
H -1.9403 4.1370 -0.5567
H 1.2486 3.5141 2.9460
H 0.9276 5.2706 4.6296
H 0.0658 7.4935 3.9616
H -0.4615 7.9380 1.5854
H -0.1414 6.1815 -0.1008

---

# 3
80
Properties=species:S:1:pos:R:3 method="wB97M-V/def2-TZVPD" e_above_lowest_kj_mol=66.3 homo_energy_ev=-8.09 e_tot_ha=-3739.475680 spin_multiplicity=1 total_charge=0
C 3.4524 2.2776 0.2040
S 2.1469 3.3316 0.8695
O 1.2787 2.5060 1.7867
C 3.1375 4.3744 1.9358
H 4.0722 1.9404 1.0363
H 4.0775 2.8469 -0.4913
H 3.1265 1.4441 -0.4136
H 4.1485 3.9878 2.0670
H 2.5421 4.4219 2.8434
H 3.2586 5.3589 1.4845
C -0.7997 1.1572 3.9392
S -1.2531 -0.4789 4.5605
O -2.3894 -0.2201 5.4963
C -2.0108 -1.1000 3.0193
H -1.6266 1.8636 4.0222
H -0.5690 1.1057 2.8723
H 0.0682 1.5286 4.4765
H -2.8267 -1.7447 3.3449
H -1.3569 -1.5550 2.2916
H -2.5227 -0.1830 2.7141
C 4.2225 -0.1775 4.9574
S 3.8382 -1.8074 4.2448
O 2.8004 -1.6413 3.1602
C 5.4726 -1.9150 3.3956
H 3.3408 0.1748 5.4914
H 4.4968 0.5211 4.1696
H 5.0406 -0.2556 5.6736
H 5.6957 -0.9375 2.9681
H 5.3596 -2.5457 2.5146
H 6.1953 -2.2625 4.1264
C 0.9873 0.7283 -7.0272
S 2.0843 1.5211 -5.7947
O 1.9921 3.0090 -5.9941
C 0.9882 1.2431 -4.3556
H 0.6605 -0.2426 -6.6404
H 1.5927 0.5276 -7.9099
H 0.0759 1.2623 -7.2887
H 1.3661 1.7698 -3.4824
H 1.0471 0.1771 -4.1167
H -0.0171 1.5632 -4.6108
C 2.4995 -1.9903 -0.3909
S 1.3822 -0.6947 -1.0291
O 0.7891 -1.3558 -2.2503
C 0.0431 -0.7606 0.1965
H 3.3004 -2.3089 -1.0532
H 1.8724 -2.8759 -0.2550
H 2.8803 -1.6972 0.5907
H -0.4995 -1.6829 -0.0188
H -0.6393 0.0625 -0.0207
H 0.3770 -0.6812 1.2284
C -3.0105 2.7543 -1.5508
S -1.3678 3.4316 -1.1568
O -1.1930 4.7203 -1.9024
C -1.6158 3.8120 0.6149
H -3.1485 2.9124 -2.6168
H -3.7969 3.1860 -0.9400
H -2.8538 1.6882 -1.3862
H -2.5689 4.3303 0.7831
H -0.8503 4.3985 1.1076
H -1.7815 2.8605 1.1292
N -0.7943 -3.7669 -1.8431
C 0.1725 -4.7284 -1.7463
C -0.4497 -5.8969 -1.3589
C -1.8274 -5.6295 -1.2323
C -2.0175 -4.2982 -1.5530
H -0.6102 -2.8295 -2.1788
H 1.2112 -4.5843 -1.9835
H 0.0771 -6.7999 -1.0967
H -2.5897 -6.2412 -0.7764
H -2.8641 -3.6444 -1.4503
N -6.2287 -0.8071 -1.3699
C -6.1091 0.3683 -0.6974
C -4.9125 0.3346 -0.0122
C -4.2908 -0.8855 -0.3490
C -5.0962 -1.5774 -1.2152
H -6.9252 -1.0082 -2.0643
H -6.9346 1.0575 -0.6439
H -4.4206 1.0149 0.6626
H -3.3018 -1.2049 -0.0532
H -5.1005 -2.5572 -1.6574

---

# 4
12
Properties=species:S:1:pos:R:3 method="wB97M-V/def2-TZVPD" smiles="S=COC1CC1" e_above_lowest_kj_mol=182.0 homo_energy_ev=-8.83 e_tot_ha=-629.377849 spin_multiplicity=1 total_charge=0
C -0.9647 0.2941 0.2625
C 1.3121 -0.1441 0.5319
C 2.0533 0.8840 -0.2735
C 2.4612 -0.5643 -0.2913
H -0.6484 1.2624 0.6943
H 1.3878 -0.1318 1.6124
H 1.5008 1.2574 -1.1535
H 2.6675 1.5863 0.2523
H 2.2308 -1.1411 -1.1765
H 3.3686 -0.8470 0.2193
O 0.0382 -0.5639 0.0786
S -2.4990 -0.0183 -0.1534

---

# 5
17
Properties=species:S:1:pos:R:3 method="wB97M-V/def2-TZVPD" s_squared=0.754 e_above_lowest_kj_mol=70.7 homo_energy_ev="-7.81 / -9.41" e_tot_ha=-567.881969 spin_multiplicity=2 total_charge=0
C -0.1849 2.5964 -0.6013
C 0.7592 3.4779 -0.9552
H -0.6719 1.9682 -1.3523
H -0.6774 2.6591 0.3729
H 1.2063 3.4628 -1.9518
H 1.2158 4.1484 -0.2237
O -1.4427 -3.2729 -1.1769
C -1.0645 -2.7259 -0.1130
O -1.5382 -2.9441 1.0272
Ag -2.9652 -4.5352 0.0576
O -0.0893 -1.7947 -0.2610
C 0.3309 -1.0695 0.8920
C 1.3191 -0.0453 0.4838
H 0.7590 -1.7763 1.6288
H -0.5423 -0.6083 1.3828
H 1.7293 0.6148 1.2489
H 1.8568 -0.1554 -0.4588

---

# 6
12
Properties=species:S:1:pos:R:3 method="wB97M-V/def2-TZVPD" e_above_lowest_kj_mol=516.3 homo_energy_ev="-7.20 / -7.20" e_tot_ha=-684.229316 spin_multiplicity=1 total_charge=0
C 0.8696 -1.4326 -0.2315
C -0.2018 -0.7709 0.1711
C -2.0148 0.7406 -0.1638
O 2.1137 -1.0520 -0.0685
O 1.0304 1.2975 -0.0013
O -1.3649 -0.4415 0.4560
P 2.3853 0.6418 0.0461
H 0.7851 -2.3226 -0.6842
H -2.3388 0.3546 -1.1679
H -1.2591 1.4884 -0.0758
H -2.8331 0.9157 0.4158
H 2.8284 0.5810 1.3039

---

# 7
119
Properties=species:S:1:pos:R:3 method="wB97M-V/def2-TZVPD" homo_energy_ev=-10.94 e_tot_ha=-3632.987850 spin_multiplicity=1 total_charge=+1
C 2.4136 -1.5517 4.0944
C 1.1549 -0.7710 4.3030
C 0.6561 -0.7045 5.7233
N 0.5255 -0.1068 3.3970
C 0.1374 -0.6338 2.1220
P 1.6480 -0.3906 0.8965
N 1.1375 0.5565 -0.4299
O 2.6819 0.5994 1.6882
N -1.0468 0.2221 1.7327
C -2.0273 -0.3419 0.7569
Cl -2.2257 0.9193 -0.5371
C -3.4238 -0.5139 1.3611
C -4.0139 0.7371 2.0211
C -5.5468 0.5788 2.1137
C -6.0625 1.1441 3.4125
O -5.4532 1.9769 4.0565
O -7.2545 0.6645 3.8085
C -1.5762 -1.6375 0.0421
N -0.4438 -2.3843 0.6187
C -0.6235 -3.8125 0.3260
B -0.0996 -4.1465 -1.1482
O 1.1731 -3.7154 -1.5005
O -0.9160 -4.8151 -2.0256
C -0.1858 -2.1024 2.0362
C -1.3270 -2.5674 3.0035
C -0.9308 -3.6888 3.9820
C -1.6459 -3.5654 5.3396
Cl -1.4764 -5.2683 3.2846
H 2.6721 -2.1697 4.9487
H 3.2180 -0.8513 3.8731
H 2.3681 -2.2161 3.2283
H 0.7669 -1.7039 6.1377
H 1.3134 -0.0408 6.2911
H -0.3613 -0.3383 5.7534
H 0.5476 0.0592 -1.0817
H 0.7624 1.4700 -0.1887
H 2.2652 1.4224 1.9887
H -1.5188 0.4530 2.6182
H -0.7178 1.1203 1.3772
H -4.0540 -0.7691 0.5099
H -3.4761 -1.3609 2.0415
H -3.8254 1.6424 1.4544
H -3.5968 0.8491 3.0220
H -5.9806 1.1702 1.3074
H -5.8664 -0.4516 1.9787
H -7.3780 1.0148 4.7028
H -2.4533 -2.2885 -0.0233
H -1.3221 -1.3839 -0.9869
H -1.6453 -4.1583 0.5055
H 0.0053 -4.3857 1.0110
H 1.1366 -2.7536 -1.4547
H -1.1475 -4.2583 -2.7779
H 0.6806 -2.7093 2.2827
H -1.6703 -1.7033 3.5775
H -2.1702 -2.9340 2.4245
H 0.1464 -3.7520 4.1071
H -0.9827 -3.9839 6.0958
H -1.8675 -2.5340 5.5946
H -2.5300 -4.1918 5.3482
C -0.1184 -4.6206 -7.0921
C 0.6491 -3.6651 -7.7433
C 1.6113 -2.9497 -7.0419
C 1.8117 -3.1966 -5.6908
C 1.0491 -4.1592 -5.0421
C 0.0831 -4.8674 -5.7404
H -0.8737 -5.1727 -7.6371
H 0.4959 -3.4750 -8.7976
H 2.2041 -2.1995 -7.5490
H 2.5632 -2.6409 -5.1439
H 1.1942 -4.3556 -3.9871
H -0.5158 -5.6109 -5.2281
C 4.1442 2.2598 -3.0898
C 5.3632 2.8861 -3.3060
C 6.2280 3.1066 -2.2422
C 5.8781 2.6908 -0.9649
C 4.6603 2.0595 -0.7492
C 3.7894 1.8495 -1.8102
H 3.4678 2.0932 -3.9189
H 5.6395 3.2043 -4.3029
H 7.1762 3.6007 -2.4094
H 6.5555 2.8577 -0.1375
H 4.3898 1.7329 0.2462
H 2.8371 1.3685 -1.6402
C 0.7856 7.1666 -0.9213
C 0.2664 5.8937 -0.7318
C 1.0562 4.7799 -0.9844
C 2.3668 4.9365 -1.4166
C 2.8848 6.2099 -1.6056
C 2.0934 7.3245 -1.3612
H 0.1709 8.0357 -0.7282
H -0.7538 5.7717 -0.3895
H 0.6483 3.7837 -0.8444
H 2.9823 4.0693 -1.6041
H 3.9063 6.3319 -1.9419
H 2.4958 8.3177 -1.5122
C -3.1225 -3.1235 -5.2481
C -3.9601 -3.7316 -6.1714
C -5.3188 -3.8395 -5.9099
C -5.8423 -3.3320 -4.7283
C -5.0060 -2.7207 -3.8057
C -3.6459 -2.6198 -4.0645
H -2.0614 -3.0413 -5.4498
H -3.5529 -4.1219 -7.0950
H -5.9712 -4.3189 -6.6276
H -6.9025 -3.4130 -4.5278
H -5.4158 -2.3231 -2.8854
H -2.9908 -2.1443 -3.3416
C 2.0833 4.3039 2.9939
C 2.8278 5.3025 2.3803
C 3.7461 6.0328 3.1193
C 3.9256 5.7577 4.4688
C 3.1835 4.7565 5.0806
C 2.2579 4.0303 4.3438
H 1.3600 3.7385 2.4128
H 2.6870 5.5081 1.3262
H 4.3224 6.8155 2.6439
H 4.6449 6.3248 5.0448
H 3.3254 4.5438 6.1321
H 1.6731 3.2537 4.8226